1.
DFT (wB97M-V/def2-TZVPD) results for an isolated ion of composition C9H12N3O and charge +1 in a non-equilibrium geometry.

XYZ file:
```
25
Properties=species:S:1:pos:R:3:mulliken_charge:R:1
O -1.69137 -0.36358 1.38414 -0.40
N -2.17863 1.00012 -1.37148 -0.49
N -0.45778 -0.35937 -1.91347 -0.11
N -1.24658 1.79649 1.53356 -0.23
C -0.88131 0.60237 1.08434 0.56
C 2.85819 0.11844 0.80388 -0.88
C 1.84436 -0.34385 -1.40740 -0.61
C 3.01069 -0.14512 -0.59032 -0.55
C 0.43536 0.46108 0.38446 0.19
C -1.38221 -1.73283 1.47507 -0.65
C 1.59540 0.43039 1.24393 -0.54
C -1.64369 0.19161 -2.14269 -0.17
C 0.57258 -0.05492 -0.94011 0.84
H 3.71277 0.33055 1.33661 0.43
H -0.08652 -0.99906 -2.57873 0.21
H -2.03897 1.58012 2.10716 0.31
H -2.04484 -2.43076 1.07660 0.29
H 1.45745 0.77543 2.19056 0.53
H -0.47447 -1.90702 0.98582 0.33
H -1.02032 2.65483 1.16240 0.26
H -1.32818 -2.00955 2.59102 0.28
H -2.95347 1.58483 -1.80097 0.25
H 3.92325 -0.43781 -1.02738 0.41
H -1.92363 -0.05876 -3.13144 0.45
H 1.94192 -0.68361 -2.45559 0.28
```

E, a.u.: -589.37023
Orbital gap, eV: 8.8
LUMO level, Eh: -0.129
Net charge: +1
Energy relative to the best compared isomer or geometry (same formula, charge and spin), kcal per mole: 47.6
SMILES string: [H]/N=C/Nc1ccccc1C(=[NH2+])OC



2.
DFT (wB97M-V/def2-TZVPD) results for C49H43N3O4RhS2Si as an isolated structure in a non-equilibrium geometry.

XYZ file:
```
103
Properties=species:S:1:pos:R:3:mulliken_charge:R:1
Rh 2.27136 -0.78566 -0.36588 0.83
S -0.30837 -1.71956 -0.70546 2.49
S -0.31872 1.79011 -0.30836 1.48
Si 3.27023 -3.01048 -0.84679 1.30
O 6.29371 0.45742 -0.61741 -0.60
O -0.24417 -3.21957 -0.82159 -0.92
O 0.92986 2.58754 -0.32136 -0.84
O 5.51499 -2.11696 0.73064 -0.41
N 2.38826 -1.32661 1.83429 1.28
N 2.98434 0.90973 -1.71755 0.94
N 4.26453 -0.02046 0.34857 -0.01
C 4.28619 1.27153 -1.59603 0.18
C 2.21979 1.48812 -2.64423 0.03
C 0.51623 -1.67105 -3.25185 -0.70
C -6.37118 0.23083 1.73869 -0.67
C -2.36104 5.23082 -0.09042 -0.97
C 4.66760 -0.75439 1.36351 -0.52
C -0.46771 0.58286 4.14322 1.02
C -2.25602 -0.49116 0.91484 -0.99
C -2.10382 -1.13407 3.81278 -0.46
C 3.66047 -1.30067 2.27354 -0.18
C -0.45216 -0.46813 -5.10314 0.94
C -1.59733 3.01017 -0.34294 0.05
C 4.04331 2.82765 -3.39771 -0.51
C -4.27433 -1.85329 -0.50897 -1.07
C -1.26129 0.19260 1.82991 0.08
C -2.84052 2.61036 -0.77793 0.21
C -3.88769 3.53716 -0.82724 -1.31
C -1.31501 4.33461 -0.01796 -0.53
C -1.40185 0.04900 -4.22271 -0.86
C -1.25387 -0.68477 6.04292 -0.68
C -5.36172 0.97560 2.39909 -0.93
C -2.13273 -1.34823 5.16368 -1.05
C 0.43205 1.88058 2.32125 -1.11
C 4.01399 -1.89759 3.46326 -0.05
C -0.44580 -1.15668 -2.39407 -0.42
C -0.42483 0.28627 5.54841 -1.06
C 0.40827 1.57183 3.64490 -1.31
C 1.70645 -2.41665 3.80728 -0.82
C -4.04448 0.76973 2.13322 -0.53
C -3.65235 4.87208 -0.51430 1.04
C -6.04063 -0.72782 0.81684 -1.08
C 2.80976 -4.34139 0.34001 -1.21
C -3.65692 -0.23548 1.22274 1.49
C -4.77618 5.87650 -0.63312 -1.49
C 0.49688 -1.34191 -4.57892 -0.66
C 5.14749 -2.64894 -0.61580 -0.73
C -0.46254 -0.04051 -6.55304 -1.74
C 1.43371 -1.87132 2.57267 -0.95
C 3.02549 -2.44847 4.26980 -0.95
C 5.09293 0.51655 -0.59976 -0.37
C -4.65456 -0.94439 0.53192 0.79
C -1.96107 -1.36212 -0.10521 -0.29
C -1.40445 -0.29135 -2.88209 0.35
C -0.44960 1.20592 1.42315 0.83
C 2.72121 2.43527 -3.51346 -1.27
C 4.85907 2.21404 -2.42798 -0.64
C 3.30393 -3.73599 -2.56177 -1.41
C -2.99228 -2.06597 -0.83262 -0.95
C -1.28945 -0.13797 3.24200 0.56
H 1.18704 1.14354 -2.69973 0.39
H -1.26192 -0.86651 7.10887 0.45
H 3.24429 -2.94016 5.21834 0.44
H -1.20057 -0.56915 -7.17605 0.33
H 4.02921 -4.56558 -2.62369 0.45
H 4.40663 3.62198 -4.03856 0.43
H 2.32590 -4.15844 -2.77548 0.37
H -5.65636 1.77991 3.06945 0.45
H -6.82635 -1.29147 0.30528 0.42
H -4.87927 3.21587 -1.17239 0.32
H 3.06540 -4.10731 1.37449 0.24
H -2.17194 6.29165 0.12028 0.37
H 5.46137 -1.88725 -1.32445 0.22
H 1.07100 2.08947 4.31884 0.45
H 2.07133 2.91247 -4.23482 0.52
H 1.26920 -2.34011 -2.90706 0.23
H -2.84259 -2.04170 5.57549 0.47
H -0.31111 4.62547 0.25365 0.62
H -3.02417 1.60771 -1.07056 0.23
H -2.69654 -2.83237 -1.54760 0.55
H -5.09136 -2.38826 -1.00172 0.41
H 1.27367 -1.76667 -5.23753 0.37
H 3.27349 -5.29689 0.14352 0.45
H 0.92248 -2.83683 4.41195 0.58
H -3.32976 1.32129 2.67944 0.67
H -2.79333 -1.70357 3.19293 0.55
H -2.14585 0.74997 -4.58078 0.46
H -5.62484 5.47982 -1.19590 0.36
H 0.42055 -1.91910 2.18216 0.62
H 3.57832 -2.95126 -3.26915 0.27
H 1.11215 2.58968 1.88620 0.70
H -2.16597 0.15534 -2.26585 0.10
H -4.43684 6.81142 -1.13445 0.37
H 5.35822 -2.79961 1.38619 0.48
H 0.51102 -0.23746 -7.01412 0.38
H -0.63951 1.03078 -6.62709 0.39
H 5.05570 -1.95242 3.72804 0.68
H 1.73550 -4.44025 0.26568 0.29
H 5.78652 -3.53742 -0.76367 0.49
H -5.14737 6.17069 0.32993 0.32
H 0.28602 0.77872 6.21709 0.44
H 5.91055 2.43184 -2.29659 0.55
H -7.40732 0.47691 1.95388 0.42
```

E, a.u.: -3554.32758
Orbital gap (spin up / spin down), eV: 6.2 / 7.2
LUMO level (spin up / spin down), Eh: -0.102 / -0.130
Multiplicity: 5
Net charge: +1
Energy relative to the best compared isomer or geometry (same formula, charge and spin), kcal per mole: 40.8



3.
DFT (wB97M-V/def2-TZVPD) results for a 2-piece molecular cluster, C3H8NOP overall in a non-equilibrium geometry.

XYZ file:
```
14
Properties=species:S:1:pos:R:3:mulliken_charge:R:1
P -2.02976 2.09290 -1.58275 0.34
O -3.23068 1.60045 -0.95008 -0.37
N 1.88802 -0.25481 -0.55466 -0.66
C 0.95855 -0.54244 0.24247 0.90
C 1.02713 -0.38189 1.71958 -1.14
C -0.24340 -0.78607 -0.43498 -1.09
H -0.77012 -1.80423 -0.20039 0.24
H 0.06386 -0.79016 2.20701 0.28
H 2.77656 0.02998 -0.12317 0.23
H -2.21524 1.80317 -3.17176 0.02
H 1.10689 0.62261 2.16265 0.30
H -0.20690 -0.60074 -1.47402 0.47
H 1.89698 -0.91410 2.16857 0.35
H -1.02187 -0.07467 -0.00846 0.13
```

E, a.u.: -590.37591
Orbital gap, eV: 8.7
LUMO level, Eh: -0.036
Net charge: 0
Energy relative to the best compared isomer or geometry (same formula, charge and spin), kcal per mole: 48.6
SMILES string: CC(C)=N.O=P



4.
DFT (wB97M-V/def2-TZVPD) results for a single C3H5NS3 molecule in a non-equilibrium geometry.

XYZ file:
```
12
Properties=species:S:1:pos:R:3:mulliken_charge:R:1
S 1.70628 -0.43477 -2.05157 -0.27
S -1.23217 -0.63069 -0.78607 0.02
S -0.57377 1.23845 1.36873 -0.09
N -1.71213 -1.10584 0.72994 -0.39
C -1.49706 -0.22886 1.67867 0.04
C 1.47599 0.18951 -0.40211 -0.31
C -0.09931 0.57814 -0.34364 -0.50
H -0.22722 1.52290 -0.96721 0.39
H 0.35885 -1.16447 -2.27290 0.18
H 1.53994 -0.65701 0.38157 0.24
H -1.85690 -0.36645 2.77386 0.31
H 2.11749 1.05908 -0.10927 0.36
```

E, a.u.: -1366.56152
Orbital gap, eV: 9.0
LUMO level, Eh: 0.020
Net charge: 0
Energy relative to the best compared isomer or geometry (same formula, charge and spin), kcal per mole: 32.9
SMILES string: SC[C@@H]1SC=NS1



Question: What is the net charge in the second record?
Answer: +1